1.
102
Properties=species:S:1:pos:R:3:mulliken_charge:R:1 method="wB97M-V/def2-TZVPD" lumo_energy_ev=-3.13 e_above_lowest_kcal_mol=0.00 charge=+1 total_energy_ev=-123214.8275
Ca -0.038 -1.242 0.177 2.2553
C -3.185 1.572 0.718 -1.7836
C -2.400 1.447 2.035 0.1837
P -1.171 2.804 2.366 0.4752
C -2.010 3.711 3.717 0.6747
C -1.294 4.245 4.787 -0.5458
C -1.933 5.007 5.753 -0.6581
C -3.295 5.255 5.661 -0.5226
C -4.014 4.741 4.592 -0.6887
C -3.375 3.978 3.626 -0.4793
C 0.097 1.892 3.341 0.2073
C 1.436 2.052 3.003 -0.3778
C 2.442 1.453 3.758 -0.8583
C 2.109 0.682 4.861 -0.4735
C 0.771 0.501 5.202 -0.7148
C -0.224 1.101 4.447 -0.2475
C -2.582 0.942 -0.550 -0.4317
P -0.890 1.539 -1.028 1.3350
C -0.609 0.608 -2.586 0.2917
C -1.283 -0.560 -2.927 0.1182
C -0.930 -1.272 -4.071 -0.5351
C 0.096 -0.824 -4.882 -0.7253
C 0.770 0.349 -4.555 -0.8829
C 0.423 1.055 -3.420 -1.0241
C -1.220 3.198 -1.726 0.6617
C -0.488 4.304 -1.310 -0.1659
C -0.733 5.556 -1.859 -0.6394
C -1.714 5.709 -2.825 -0.5017
C -2.439 4.605 -3.259 -0.7456
C -2.187 3.356 -2.719 -0.6635
H -3.387 2.626 0.507 0.3397
H -4.153 1.089 0.865 0.4742
H -1.829 0.518 2.063 -0.9846
H -3.109 1.401 2.864 0.9950
H -0.229 4.064 4.873 0.3718
H -1.363 5.409 6.581 0.4128
H -3.792 5.847 6.416 0.3866
H -5.075 4.935 4.507 0.4191
H -3.953 3.595 2.792 0.2480
H 1.696 2.684 2.162 0.3891
H 3.482 1.622 3.506 0.5112
H 2.890 0.251 5.477 0.4801
H 0.508 -0.075 6.081 0.4811
H -1.260 0.992 4.746 0.4482
H -3.259 1.135 -1.386 0.7166
H -2.549 -0.143 -0.428 0.2742
H -2.089 -0.945 -2.316 0.1673
H -1.463 -2.180 -4.317 0.5311
H 0.380 -1.382 -5.764 0.4414
H 1.575 0.701 -5.187 0.4883
H 0.954 1.968 -3.174 0.5551
H 0.270 4.190 -0.550 0.3316
H -0.158 6.410 -1.526 0.4423
H -1.910 6.684 -3.249 0.3964
H -3.193 4.717 -4.026 0.4298
H -2.736 2.496 -3.087 0.2389
N 2.723 -1.571 1.840 -0.2744
N 2.350 -2.187 3.030 -0.1841
C 1.050 -2.313 3.329 -0.4092
N 0.705 -2.912 4.460 -0.2810
N 0.220 -1.793 2.411 -0.0840
N -1.110 -2.001 2.528 1.1272
O -1.656 -2.489 3.482 -0.8386
O -1.727 -1.616 1.526 -0.7218
H 3.325 -2.179 1.298 0.2604
H 3.163 -0.674 2.028 0.2631
H 3.045 -2.481 3.702 0.1606
H 1.395 -3.363 5.036 0.1891
H -0.279 -3.044 4.650 0.1942
F -2.352 -5.568 0.017 -0.2737
C -2.120 -4.560 -0.832 0.6132
F -2.632 -4.912 -2.014 -0.2738
F -2.802 -3.498 -0.404 -0.2090
C -0.582 -4.198 -0.932 0.6379
O -0.385 -2.875 -0.970 0.1455
C 0.005 -4.856 -2.220 0.2323
F -0.274 -6.154 -2.332 -0.2809
F 1.347 -4.737 -2.210 -0.3177
F -0.433 -4.229 -3.308 -0.1456
C 0.166 -4.777 0.312 0.2271
F -0.477 -4.422 1.450 -0.2587
F 0.326 -6.091 0.321 -0.2850
F 1.388 -4.214 0.419 -0.2561
O 2.982 -5.255 -4.947 -0.4730
C 3.401 -3.998 -5.426 -0.4783
N 3.352 -3.128 -4.271 -0.0357
C 3.193 -1.797 -4.399 -0.1246
O 3.190 -1.221 -5.472 -0.6451
C 3.050 -1.015 -3.123 0.4979
C 3.750 0.175 -3.000 -0.2443
C 3.564 0.946 -1.867 -1.1577
C 2.651 0.520 -0.922 -0.1069
N 1.959 -0.621 -1.024 0.4160
C 2.178 -1.380 -2.107 -1.0633
H 2.986 -5.887 -5.672 0.2868
H 2.740 -3.593 -6.196 0.3435
H 4.421 -4.046 -5.822 0.3418
H 3.300 -3.580 -3.372 0.2208
H 4.406 0.494 -3.799 0.5041
H 4.089 1.881 -1.731 0.4756
H 2.445 1.120 -0.043 0.2225
H 1.584 -2.281 -2.184 0.5398



2.
88
Properties=species:S:1:pos:R:3:mulliken_charge:R:1 method="wB97M-V/def2-TZVPD" multiplicity=6 lumo_energy_ev="4.30 / 4.30" charge=-2 total_energy_ev=-184437.4099
Mn 0.402 -1.013 -0.376 0.5644
Cl -0.823 -2.270 1.430 -0.0486
C -2.202 -2.350 2.567 0.7291
C -2.252 -3.560 3.233 -0.8014
C -3.258 -3.796 4.157 -0.4246
C -4.189 -2.789 4.371 -0.6766
C -4.100 -1.594 3.681 0.3468
Cl -5.345 -0.411 4.037 -0.2627
C -3.092 -1.277 2.729 -0.6270
S -2.987 0.218 1.876 -0.2288
H -1.499 -4.307 3.025 0.3954
H -3.312 -4.735 4.691 0.3343
H -4.998 -2.922 5.078 0.3778
S 2.672 -1.448 0.727 -0.4487
C 3.475 -0.253 1.739 0.2465
C 4.875 -0.369 1.888 -0.7331
C 5.605 0.455 2.719 -0.5113
C 4.979 1.448 3.468 -0.7022
C 3.610 1.600 3.338 -0.1534
C 2.860 0.787 2.487 -0.1161
As 0.964 1.095 2.235 0.3695
C 0.567 1.791 4.030 -0.1441
C 0.280 3.114 4.331 0.2273
C -0.022 3.488 5.639 -0.6862
C -0.038 2.541 6.651 -0.3757
C 0.241 1.212 6.353 -0.6722
C 0.535 0.842 5.049 -0.4100
C 1.044 2.822 1.311 0.3192
C -0.178 3.347 0.895 -0.2611
C -0.231 4.578 0.254 -0.6397
C 0.938 5.289 0.014 -0.5151
C 2.158 4.760 0.409 -0.6272
C 2.212 3.529 1.055 -0.2432
H 5.372 -1.146 1.320 0.3781
H 6.679 0.318 2.789 0.3240
H 5.546 2.093 4.128 0.3726
H 3.107 2.376 3.906 0.4124
H 0.290 3.865 3.548 0.2977
H -0.244 4.525 5.861 0.3742
H -0.278 2.832 7.667 0.3431
H 0.222 0.461 7.133 0.3716
H 0.741 -0.199 4.822 0.4152
H -1.087 2.783 1.066 0.4339
H -1.187 4.973 -0.068 0.4117
H 0.899 6.244 -0.496 0.3308
H 3.077 5.298 0.208 0.3413
H 3.171 3.115 1.350 0.3276
C 3.158 -0.598 -3.255 -1.5584
C 1.982 0.221 -3.791 0.3190
C 1.602 1.319 -2.806 -0.8879
C 0.826 -0.641 -4.254 0.5396
C 0.401 -0.495 -5.568 -0.5290
C -0.553 -1.320 -6.172 -1.2960
C -1.036 -2.372 -5.381 -0.4951
C -0.677 -2.550 -4.058 1.3066
C -1.208 -3.781 -3.356 0.1581
C -0.080 -4.759 -3.009 -1.5775
C -2.062 -3.496 -2.117 -0.9165
C 0.247 -1.641 -3.372 0.1451
N 0.498 -1.744 -2.098 -0.5847
H 4.021 0.052 -3.074 0.4714
H 3.452 -1.368 -3.974 0.3694
H 2.896 -1.103 -2.320 0.0583
H 2.339 0.731 -4.695 0.3748
H 1.340 0.912 -1.826 -0.2804
H 0.740 1.890 -3.163 0.2619
H 2.436 2.012 -2.650 0.5748
H 0.863 0.293 -6.162 0.2499
H -0.860 -1.185 -7.201 0.2534
H -1.736 -3.084 -5.816 0.2310
H -1.870 -4.271 -4.081 0.3454
H 0.573 -4.299 -2.265 0.1949
H 0.518 -4.989 -3.894 0.3464
H -0.475 -5.697 -2.602 0.4711
H -1.494 -2.894 -1.407 -0.1853
H -2.364 -4.432 -1.634 0.5402
H -2.975 -2.952 -2.386 0.1587
C -2.782 0.224 -3.957 -0.5704
N -3.027 0.679 -2.580 0.0614
C -4.381 0.687 -2.036 -0.9108
C -2.037 0.506 -1.727 -0.2069
N -1.146 0.368 -1.006 0.2782
H -3.241 0.931 -4.649 0.3785
H -3.201 -0.772 -4.113 0.3577
H -1.710 0.173 -4.148 -0.1129
H -5.056 0.987 -2.838 0.3413
H -4.449 1.396 -1.214 0.3057
H -4.671 -0.298 -1.663 0.2834



3.
87
Properties=species:S:1:pos:R:3:mulliken_charge:R:1 method="wB97M-V/def2-TZVPD" lumo_energy_ev=1.80 e_above_lowest_kcal_mol=2.50 charge=-1 total_energy_ev=-181048.5712
Ba 1.089 -0.065 0.016 0.5967
C -1.647 -3.398 -2.031 -1.5221
C -1.422 -1.970 -2.438 0.9455
C -2.276 -0.955 -2.009 -0.3851
C -2.080 0.365 -2.388 0.4858
C -2.959 1.470 -1.869 -1.5872
C -1.016 0.673 -3.236 -0.0980
C -0.154 -0.313 -3.690 1.0452
C 0.991 0.011 -4.611 -1.7317
C -0.361 -1.625 -3.263 -0.7264
H -2.321 -3.460 -1.178 0.2273
H -0.708 -3.867 -1.736 0.2332
H -2.073 -3.973 -2.858 0.4827
H -3.090 -1.204 -1.336 0.1430
H -3.684 1.092 -1.146 0.2814
H -3.513 1.950 -2.680 0.4647
H -2.345 2.243 -1.400 0.1801
H -0.834 1.709 -3.499 0.2286
H 1.912 -0.471 -4.276 0.2963
H 1.165 1.087 -4.651 0.2556
H 0.784 -0.336 -5.627 0.5017
H 0.342 -2.395 -3.570 0.3232
O 3.039 1.973 0.806 0.0402
C 3.885 2.638 -0.133 -1.6671
C 3.315 2.702 -1.547 2.8278
C 4.453 3.389 -2.335 -1.2657
O 4.144 3.724 -3.682 -0.5353
C 3.058 1.315 -2.185 -0.2911
Se 3.947 -0.312 -1.441 -0.3785
C 2.064 3.602 -1.623 -1.6571
Se 0.359 3.030 -0.786 -0.3001
H 3.607 1.430 1.359 0.1111
H 4.843 2.114 -0.179 0.5669
H 4.049 3.665 0.217 0.3853
H 5.336 2.737 -2.304 0.4028
H 4.710 4.338 -1.857 0.4509
H 3.787 2.935 -4.102 0.3566
H 3.389 1.321 -3.226 0.0295
H 1.976 1.172 -2.259 -0.7574
H 1.847 3.785 -2.675 0.4499
H 2.331 4.569 -1.188 0.4675
C -2.288 1.346 3.426 -0.9109
C -1.515 0.938 2.328 -0.4161
N -0.270 0.537 2.437 0.6104
C 0.303 0.513 3.655 -0.0479
C -0.388 0.889 4.815 1.2812
C -1.718 1.321 4.670 -0.8488
C 0.264 0.819 6.093 -0.9410
C 1.538 0.390 6.194 -0.9612
C 2.276 -0.008 5.028 1.3142
C 3.606 -0.461 5.101 -0.8220
C 4.252 -0.835 3.957 -1.1172
C 3.563 -0.748 2.737 -0.5328
N 2.325 -0.317 2.637 0.4092
C 1.676 0.048 3.763 -0.4994
H -3.308 1.669 3.275 0.4651
H -1.944 0.925 1.331 0.4387
H -2.278 1.623 5.547 0.3833
H -0.295 1.118 6.972 0.3898
H 2.033 0.334 7.157 0.4011
H 4.097 -0.513 6.066 0.4074
H 5.271 -1.198 3.970 0.4475
H 4.047 -1.017 1.801 0.5672
N -0.350 -2.142 0.555 -0.5604
C -0.480 -2.966 1.485 -1.3922
C 0.724 -3.454 2.275 0.8190
C 1.879 -3.842 1.597 -0.2548
C 3.023 -4.207 2.290 -0.8057
C 3.045 -4.152 3.679 -0.4422
C 1.910 -3.742 4.365 -0.7661
C 0.752 -3.420 3.667 -0.1920
C -1.825 -3.518 1.919 0.7651
C -2.967 -2.758 1.672 0.1127
C -4.226 -3.233 1.999 -0.8699
C -4.369 -4.492 2.575 -0.4218
C -3.241 -5.261 2.821 -0.7926
C -1.979 -4.773 2.503 -0.1584
H 1.863 -3.844 0.513 0.4461
H 3.905 -4.521 1.744 0.3882
H 3.944 -4.417 4.223 0.4263
H 1.922 -3.681 5.447 0.3935
H -0.141 -3.123 4.207 0.4874
H -2.826 -1.793 1.198 0.3100
H -5.102 -2.625 1.803 0.3918
H -5.352 -4.869 2.827 0.3785
H -3.341 -6.246 3.262 0.3876
H -1.101 -5.377 2.702 0.4553